Record 1
Below is 6 unconnected molecules or ions with the total composition C49H108N6O3 at a distorted geometry, with properties calculated with ωB97M-V with the def2-TZVPD basis set.

## Properties
Kohn-Sham gap   8.87 eV
Net charge   +4
LUMO level   -7.006 eV
2S+1   1

Geometry (Å):
C (2.802, -1.327, -3.892)
C (2.246, -2.704, -3.532)
C (2.610, -3.904, -4.400)
C (2.349, -3.496, -5.866)
N (2.295, -4.616, -6.886)
C (1.787, -4.147, -8.310)
C (2.987, -4.121, -9.360)
C (4.229, -4.160, -8.381)
C (3.718, -5.080, -7.272)
C (1.598, -5.861, -6.297)
H (2.892, -0.666, -3.031)
H (2.163, -0.844, -4.631)
H (3.728, -1.494, -4.442)
H (1.169, -2.610, -3.393)
H (2.754, -2.966, -2.604)
H (1.990, -4.716, -4.018)
H (3.653, -4.171, -4.229)
H (2.977, -2.676, -6.214)
H (1.305, -3.199, -5.966)
H (0.965, -4.783, -8.642)
H (1.463, -3.128, -8.099)
H (2.883, -4.997, -10.001)
H (2.864, -3.173, -9.884)
H (5.113, -4.560, -8.878)
H (4.588, -3.225, -7.951)
H (3.576, -6.039, -7.771)
H (4.402, -5.209, -6.433)
H (0.618, -5.561, -5.927)
H (2.216, -6.224, -5.475)
H (1.430, -6.633, -7.047)
C (-3.350, -0.670, 4.475)
C (-3.246, 0.853, 4.479)
C (-4.165, 1.597, 3.447)
C (-3.853, 1.344, 1.978)
N (-4.484, 2.262, 0.847)
C (-3.869, 1.864, -0.567)
C (-3.710, 3.220, -1.359)
C (-3.367, 4.222, -0.280)
C (-4.052, 3.726, 1.036)
C (-6.037, 2.150, 0.764)
H (-4.421, -0.870, 4.454)
H (-2.815, -1.093, 5.325)
H (-2.832, -0.969, 3.564)
H (-2.264, 1.275, 4.268)
H (-3.508, 1.187, 5.483)
H (-4.233, 2.668, 3.637)
H (-5.161, 1.212, 3.661)
H (-4.092, 0.321, 1.688)
H (-2.779, 1.351, 1.794)
H (-4.519, 1.048, -0.883)
H (-2.867, 1.502, -0.333)
H (-4.661, 3.474, -1.827)
H (-2.959, 3.239, -2.149)
H (-3.662, 5.242, -0.523)
H (-2.278, 4.224, -0.228)
H (-4.885, 4.375, 1.306)
H (-3.265, 3.763, 1.789)
H (-6.229, 2.904, 0.001)
H (-6.532, 2.340, 1.716)
H (-6.364, 1.152, 0.472)
C (8.239, 1.016, 4.491)
C (7.019, 0.322, 4.961)
C (5.844, 0.385, 3.958)
C (4.629, -0.466, 4.597)
N (3.497, -0.768, 3.620)
C (3.861, -1.613, 2.447)
C (3.692, -0.822, 1.131)
C (3.380, 0.592, 1.548)
C (2.828, 0.490, 2.952)
C (2.461, -1.499, 4.590)
H (8.962, 1.209, 5.283)
H (7.981, 1.959, 4.007)
H (8.685, 0.446, 3.676)
H (6.662, 0.716, 5.913)
H (7.227, -0.740, 5.090)
H (6.176, -0.022, 3.003)
H (5.554, 1.420, 3.773)
H (4.198, 0.098, 5.425)
H (4.892, -1.457, 4.965)
H (3.355, -2.577, 2.498)
H (4.932, -1.796, 2.533)
H (2.995, -1.298, 0.441)
H (4.597, -0.871, 0.525)
H (2.687, 0.965, 0.794)
H (4.267, 1.219, 1.634)
H (1.794, 0.170, 2.821)
H (2.928, 1.345, 3.622)
H (3.101, -2.230, 5.087)
H (1.697, -1.945, 3.954)
H (2.054, -0.874, 5.385)
C (-1.884, -0.067, -4.728)
C (-1.598, -1.416, -5.409)
C (-2.516, -2.576, -4.933)
C (-2.109, -2.999, -3.455)
N (-2.708, -4.271, -2.803)
C (-2.153, -4.393, -1.373)
C (-0.843, -5.058, -1.510)
C (-1.013, -6.097, -2.582)
C (-2.156, -5.586, -3.531)
C (-4.292, -4.211, -2.904)
C (-5.009, -3.061, -2.157)
C (-6.500, -3.253, -1.992)
H (-2.921, 0.155, -4.979)
H (-1.263, 0.719, -5.157)
H (-1.700, -0.067, -3.654)
H (-0.621, -1.833, -5.164)
H (-1.735, -1.247, -6.477)
H (-2.519, -3.350, -5.700)
H (-3.573, -2.316, -4.985)
H (-2.280, -2.192, -2.744)
H (-1.053, -3.261, -3.396)
H (-2.812, -4.831, -0.623)
H (-2.151, -3.361, -1.020)
H (-0.387, -5.391, -0.578)
H (-0.071, -4.370, -1.855)
H (-1.125, -7.082, -2.128)
H (-0.066, -6.200, -3.111)
H (-2.925, -6.359, -3.567)
H (-1.862, -5.380, -4.560)
H (-4.649, -5.152, -2.487)
H (-4.480, -4.233, -3.977)
H (-4.622, -2.152, -2.616)
H (-4.612, -3.040, -1.142)
H (-6.692, -4.119, -1.359)
H (-7.033, -3.482, -2.915)
H (-7.014, -2.322, -1.749)
C (-2.721, 6.438, 6.783)
C (-2.787, 5.327, 5.708)
C (-1.339, 4.886, 5.266)
C (-0.589, 5.987, 4.566)
N (0.812, 5.497, 3.979)
C (1.386, 6.681, 3.091)
C (2.832, 6.921, 3.628)
C (2.743, 6.540, 5.149)
C (1.807, 5.414, 5.110)
C (0.955, 4.181, 3.186)
C (-0.044, 3.984, 2.005)
C (-0.098, 2.458, 1.589)
H (-3.684, 6.638, 7.252)
H (-2.500, 7.382, 6.284)
H (-1.989, 6.220, 7.561)
H (-3.382, 5.675, 4.864)
H (-3.331, 4.522, 6.203)
H (-1.481, 3.975, 4.683)
H (-0.811, 4.778, 6.213)
H (-0.353, 6.837, 5.206)
H (-1.174, 6.361, 3.725)
H (1.411, 6.483, 2.019)
H (0.904, 7.612, 3.390)
H (3.497, 6.383, 2.952)
H (3.021, 7.964, 3.377)
H (3.704, 6.445, 5.656)
H (2.391, 7.440, 5.653)
H (2.275, 4.430, 5.122)
H (1.348, 5.298, 6.091)
H (0.812, 3.327, 3.847)
H (1.940, 4.274, 2.727)
H (0.115, 4.648, 1.155)
H (-1.044, 4.320, 2.278)
H (-0.780, 2.382, 0.742)
H (-0.580, 1.878, 2.376)
H (0.771, 1.881, 1.273)
N (-0.515, -0.860, -0.368)
O (-1.792, -0.874, -0.598)
O (0.285, -1.388, -1.081)
O (-0.172, -0.484, 0.729)

Here are the Mulliken charges for atoms 1 to 99, given in e: -1.577, 0.595, -0.137, -0.728, 0.522, -0.448, -0.636, -0.573, -0.720, -1.166, 0.270, 0.373, 0.427, -0.555, 0.452, 0.019, 0.219, 0.325, 0.343, 0.343, 0.262, 0.334, 0.340, 0.426, 0.290, 0.498, 0.333, 0.364, 0.406, 0.537, -1.223, -0.322, -0.621, -0.100, 0.454, -0.182, -0.804, -0.390, 0.306, -0.986, 0.308, 0.415, 0.253, 0.010, 0.418, 0.418, 0.324, 0.549, -0.279, 0.425, -0.267, 0.307, 0.510, 0.510, -0.018, 0.441, -0.592, 0.457, 0.320, 0.342, -1.352, -0.442, -0.345, -1.104, 0.533, -0.777, -0.422, -0.437, -0.897, -1.062, 0.378, 0.328, 0.345, 0.359, 0.316, 0.338, 0.356, 0.434, 0.529, 0.407, 0.270, 0.057, 0.378, 0.432, 0.401, 0.484, 0.297, 0.432, 0.443, 0.343, -1.246, 0.169, -1.025, -0.383, 0.364, -0.650, -0.104, -0.459, -0.513

Record 2
Below is 7 unconnected molecules or ions with the total composition C49H110F12N5OP2 at a distorted geometry, with properties calculated with ωB97M-V with the def2-TZVPD basis set.

## Properties
Kohn-Sham gap   10.98 eV
Net charge   +3
LUMO level   -5.452 eV
2S+1   1

Geometry (Å):
C (-4.114, 6.129, 1.953)
N (-2.656, 5.822, 1.902)
C (-1.922, 7.085, 1.944)
C (-2.318, 5.049, 3.140)
C (-2.303, 4.972, 0.703)
C (-2.220, 5.685, -0.617)
O (-3.484, 6.187, -0.993)
H (-4.319, 6.811, 1.128)
H (-4.329, 6.770, 2.809)
H (-4.748, 5.253, 1.909)
H (-2.064, 7.694, 1.057)
H (-0.853, 6.865, 1.923)
H (-2.214, 7.618, 2.842)
H (-3.003, 4.206, 3.196)
H (-2.596, 5.684, 3.984)
H (-1.252, 4.861, 3.183)
H (-2.989, 4.129, 0.610)
H (-1.345, 4.526, 0.967)
H (-1.724, 4.995, -1.308)
H (-1.487, 6.507, -0.585)
H (-3.377, 6.710, -1.794)
C (8.000, 5.342, 4.594)
C (7.083, 4.119, 4.601)
C (5.837, 4.291, 3.741)
C (5.056, 2.971, 3.575)
N (4.581, 2.727, 2.173)
C (3.925, 3.920, 1.505)
C (2.947, 3.369, 0.456)
C (2.867, 1.872, 0.739)
C (3.406, 1.782, 2.140)
C (5.712, 2.273, 1.282)
C (6.065, 0.805, 1.408)
C (7.290, 0.489, 0.545)
H (8.689, 5.314, 5.436)
H (7.401, 6.253, 4.664)
H (8.605, 5.403, 3.690)
H (6.849, 3.810, 5.626)
H (7.688, 3.240, 4.325)
H (6.047, 4.818, 2.812)
H (5.190, 4.929, 4.348)
H (4.146, 3.109, 4.159)
H (5.522, 2.044, 3.898)
H (4.690, 4.517, 1.009)
H (3.503, 4.579, 2.260)
H (3.213, 3.672, -0.554)
H (1.952, 3.795, 0.616)
H (3.649, 1.339, 0.188)
H (1.945, 1.327, 0.589)
H (3.605, 0.807, 2.586)
H (2.689, 2.171, 2.876)
H (6.573, 2.904, 1.519)
H (5.454, 2.506, 0.251)
H (5.198, 0.246, 1.054)
H (6.236, 0.535, 2.450)
H (8.202, 0.787, 1.059)
H (7.196, 0.849, -0.476)
H (7.372, -0.600, 0.500)
C (-2.905, -1.952, -2.800)
C (-3.069, -3.269, -2.064)
C (-2.155, -4.344, -2.651)
C (-2.336, -5.695, -1.962)
N (-1.103, -6.572, -2.026)
C (0.065, -6.095, -1.225)
C (0.746, -7.340, -0.643)
C (-0.256, -8.502, -0.769)
C (-1.514, -7.897, -1.373)
C (-0.761, -6.725, -3.470)
C (0.277, -7.787, -3.824)
C (0.652, -7.749, -5.303)
H (-1.872, -1.610, -2.690)
H (-3.507, -1.153, -2.374)
H (-3.134, -2.044, -3.866)
H (-4.109, -3.610, -2.047)
H (-2.798, -3.047, -1.025)
H (-1.170, -3.870, -2.690)
H (-2.414, -4.465, -3.711)
H (-3.138, -6.239, -2.448)
H (-2.466, -5.463, -0.906)
H (0.773, -5.492, -1.794)
H (-0.323, -5.388, -0.490)
H (1.739, -7.474, -1.065)
H (0.993, -7.105, 0.394)
H (0.157, -9.329, -1.338)
H (-0.487, -8.845, 0.237)
H (-1.997, -8.462, -2.166)
H (-2.231, -7.641, -0.599)
H (-0.457, -5.744, -3.831)
H (-1.650, -6.996, -4.049)
H (-0.101, -8.742, -3.457)
H (1.206, -7.658, -3.261)
H (1.672, -8.121, -5.378)
H (0.677, -6.730, -5.695)
H (-0.014, -8.341, -5.927)
C (-3.903, 3.252, 7.039)
C (-4.946, 2.149, 6.760)
C (-4.694, 1.447, 5.433)
C (-3.749, 0.269, 5.632)
N (-2.934, -0.106, 4.417)
C (-2.180, -1.392, 4.700)
C (-0.703, -1.081, 4.530)
C (-0.653, 0.418, 4.817)
C (-1.895, 0.957, 4.140)
C (-3.801, -0.284, 3.192)
C (-4.910, -1.305, 3.350)
C (-5.760, -1.324, 2.066)
H (-3.169, 2.915, 7.781)
H (-4.370, 4.103, 7.537)
H (-3.265, 3.643, 6.241)
H (-5.937, 2.594, 6.803)
H (-4.895, 1.456, 7.601)
H (-4.309, 2.142, 4.685)
H (-5.607, 1.035, 4.993)
H (-4.274, -0.631, 5.948)
H (-2.996, 0.465, 6.400)
H (-2.516, -2.180, 4.036)
H (-2.359, -1.703, 5.726)
H (-0.222, -1.309, 3.575)
H (-0.082, -1.638, 5.233)
H (0.283, 0.892, 4.528)
H (-0.666, 0.528, 5.909)
H (-1.724, 0.937, 3.072)
H (-2.167, 1.917, 4.565)
H (-3.084, -0.623, 2.441)
H (-4.211, 0.677, 2.894)
H (-5.595, -1.044, 4.156)
H (-4.538, -2.325, 3.413)
H (-5.213, -1.736, 1.213)
H (-6.080, -0.345, 1.699)
H (-6.654, -1.923, 2.225)
C (-1.440, -4.001, -6.315)
C (-0.240, -3.401, -5.600)
C (-0.247, -1.892, -5.750)
C (0.872, -1.299, -4.889)
N (1.157, 0.130, -5.110)
C (2.172, 0.522, -4.027)
C (3.154, 1.482, -4.657)
C (3.341, 0.998, -6.084)
C (1.960, 0.355, -6.404)
C (-0.038, 1.061, -5.164)
C (-0.914, 1.071, -3.927)
C (-2.058, 2.045, -4.103)
H (-1.371, -5.080, -6.480)
H (-1.562, -3.601, -7.328)
H (-2.411, -3.808, -5.851)
H (0.664, -3.869, -5.984)
H (-0.305, -3.585, -4.521)
H (-1.183, -1.408, -5.476)
H (-0.030, -1.660, -6.800)
H (1.794, -1.879, -4.948)
H (0.603, -1.476, -3.839)
H (1.621, 0.823, -3.145)
H (2.732, -0.387, -3.820)
H (2.791, 2.513, -4.613)
H (4.072, 1.491, -4.068)
H (3.364, 1.809, -6.805)
H (4.035, 0.179, -6.229)
H (1.325, 0.878, -7.113)
H (2.041, -0.649, -6.824)
H (-0.623, 0.709, -6.013)
H (0.438, 2.022, -5.354)
H (-0.290, 1.326, -3.070)
H (-1.258, 0.064, -3.691)
H (-2.749, 2.073, -3.267)
H (-2.630, 1.745, -4.989)
H (-1.709, 3.056, -4.328)
P (2.025, -2.417, -0.597)
F (3.373, -2.059, 0.249)
F (2.229, -1.076, -1.470)
F (2.876, -3.252, -1.668)
F (0.628, -2.735, -1.361)
F (1.813, -3.762, 0.307)
F (1.186, -1.614, 0.542)
P (-1.382, 1.306, 0.086)
F (-0.043, 1.038, -0.810)
F (-0.461, 2.351, 0.976)
F (-1.723, 2.597, -0.858)
F (-2.682, 1.622, 0.994)
F (-2.160, 0.338, -0.920)
F (-1.043, 0.090, 1.052)

Here are the Mulliken charges for atoms 1 to 99, given in e: -0.885, 0.407, -0.860, -1.507, 0.022, -0.883, -0.518, 0.413, 0.388, 0.312, 0.328, 0.384, 0.410, 0.600, 0.532, 0.473, 0.186, -0.017, 0.288, 0.441, 0.350, -1.377, -0.619, -0.682, -0.861, 0.465, -0.889, -0.303, 0.134, -1.414, -1.005, 0.111, -1.483, 0.400, 0.330, 0.338, 0.434, 0.355, 0.437, 0.422, 0.400, 0.563, 0.439, 0.425, 0.500, -0.154, 0.132, 0.082, 0.494, 0.619, 0.495, 0.573, 0.061, 0.266, 0.382, 0.374, 0.420, -0.357, -1.518, 1.555, -1.545, 0.763, -0.223, -1.067, -0.776, -0.691, -0.240, -0.151, -1.264, -0.533, 0.409, 0.420, 0.497, 0.493, -0.440, 0.021, 0.428, 0.533, 0.049, 0.498, 0.526, 0.407, 0.299, 0.388, 0.400, 0.515, -0.312, 0.553, 0.363, 0.183, 0.412, 0.206, 0.350, -0.954, -0.884, 0.046, -1.530, 1.035, -0.382

no.,electronic energy (a.u.)
1,-2484.55492
2,-4162.73407